Entry 1:
Computed, not measured: a cluster of 7 separate species, C26H44N2O15 in total at a distorted geometry, with ωB97M-V/def2-TZVPD.

Its SMILES is C[C@H]1COC(=O)O1.C[C@H]1COC(=O)O1.C[C@H]1COC(=O)O1.COC(=O)OC.COC(=O)OC.CCCC#N.CCCC#N. As for the lowest unoccupied orbital energy: 0.07 eV. The HOMO-LUMO gap is 10.546 eV. For the relative energy (zero: lowest compared OMol25 entry of this formula, charge and spin), the calculation gives 234.81 kJ/mol.

ORCA input file:
```
! wB97M-V def2-TZVPD RIJCOSX def2/J DEFGRID3
* xyz 0 1
C -22.6510 0.4980 -3.7110
C -22.7260 0.5830 -2.1590
C -21.7050 1.6020 -1.6660
O -22.4170 2.7430 -1.2650
C -23.7600 2.4930 -1.2560
O -24.6420 3.2500 -0.9210
O -23.9310 1.2130 -1.7240
H -23.2450 -0.3450 -4.0650
H -21.6180 0.4580 -4.1890
H -23.0750 1.4310 -3.9960
H -22.6040 -0.3860 -1.7980
H -20.9130 1.8890 -2.3650
H -21.1870 1.1000 -0.7950
C -21.5740 -6.4030 -11.2000
C -22.0280 -5.0080 -10.8620
C -23.4900 -4.7600 -11.2230
O -24.0430 -4.1190 -10.0080
C -23.1670 -4.1130 -9.0380
O -23.4260 -3.6860 -7.8830
O -22.0700 -4.7860 -9.5040
H -22.1410 -7.1180 -10.5660
H -20.4640 -6.5160 -11.1870
H -21.8560 -6.6970 -12.1430
H -21.2490 -4.4580 -11.4130
H -24.0770 -5.7400 -11.3500
H -23.6100 -4.1160 -12.1280
C -26.5340 -3.0010 -7.6170
C -26.2110 -2.6900 -6.1840
C -26.4360 -1.2240 -5.7540
O -27.7270 -1.3110 -5.0730
C -27.9850 -2.6060 -4.9030
O -28.8590 -3.1060 -4.2310
O -27.0200 -3.3870 -5.4470
H -27.4970 -2.5620 -7.9760
H -26.6650 -4.0550 -7.6970
H -25.8960 -2.6990 -8.3930
H -25.2250 -3.0160 -5.9810
H -26.3160 -0.4530 -6.4440
H -25.6860 -0.9860 -5.0090
C -23.0350 -3.9710 -4.6340
O -23.6450 -2.8170 -4.0540
C -24.5620 -2.9900 -3.0240
O -24.7690 -4.2230 -2.3930
O -25.1840 -1.9260 -2.7800
C -26.2470 -1.8730 -1.8590
H -23.6830 -4.6800 -5.0440
H -22.5700 -4.5670 -3.8760
H -22.3050 -3.6470 -5.4040
H -26.3880 -0.8060 -1.4640
H -25.8780 -2.4060 -0.9920
H -27.2440 -2.2800 -2.2690
C -26.6180 1.7460 -2.9680
O -27.5720 1.7980 -3.8910
C -27.2800 2.1820 -5.2900
O -26.0040 2.6010 -5.6880
O -28.3560 2.0630 -6.0820
C -28.0660 1.7020 -7.4010
H -26.5080 0.7310 -2.6270
H -26.8930 2.3080 -2.1960
H -25.6900 2.1610 -3.1570
H -27.0920 2.0210 -7.6830
H -28.8420 2.1730 -7.9370
H -28.0980 0.6430 -7.4480
C -21.5220 -0.4840 -7.1410
C -23.0040 -0.2990 -7.2490
C -23.4390 1.0900 -7.0040
C -22.8870 2.0670 -8.0410
N -22.4330 2.7480 -8.7650
H -21.0310 -0.0700 -6.3180
H -21.2760 0.1210 -8.0200
H -21.2490 -1.4900 -7.3810
H -23.5320 -0.9140 -6.5570
H -23.2590 -0.6350 -8.2760
H -23.3730 1.4780 -6.0340
H -24.4500 0.9900 -7.2820
C -26.5240 -6.7320 -5.0280
C -27.0450 -7.1870 -3.7270
C -27.7120 -5.9480 -3.1130
C -27.8940 -6.1080 -1.7000
N -28.0860 -6.2350 -0.5380
H -27.3060 -6.1540 -5.6440
H -26.0020 -7.5130 -5.6260
H -25.6900 -5.9920 -4.9790
H -26.1970 -7.4990 -3.0990
H -27.7370 -8.0190 -3.6460
H -28.7210 -5.9060 -3.5310
H -27.0560 -5.1160 -3.1350
*
```

Atom charges from the Mulliken analysis, given in e for atoms 1 to 5: -0.887, 0.104, -0.625, -0.339, 0.599


Entry 2:
Computed, not measured: a cluster of 12 separate species, H24O12 in total, with ωB97M-V/def2-TZVPD.

Its SMILES is O.O.O.O.O.O.O.O.O.O.O.O. As for the lowest unoccupied orbital energy: -0.19 eV. The HOMO-LUMO gap is 10.859 eV. For the relative energy (zero: lowest compared OMol25 entry of this formula, charge and spin), the calculation gives 276.39 kJ/mol.

ORCA input file:
```
! wB97M-V def2-TZVPD RIJCOSX def2/J DEFGRID3
* xyz 0 1
O -1.4122 -1.7688 4.0996
H -0.5664 -2.1491 4.3366
H -1.9805 -1.9644 4.8445
O 0.9434 -0.2288 0.0535
H 0.3894 0.5119 -0.1929
H 0.3278 -0.9392 0.2342
O 5.3216 -1.7721 0.9701
H 5.8419 -1.4404 1.7019
H 4.4134 -1.6555 1.2492
O -3.1049 -2.6022 -1.1194
H -2.6358 -3.2723 -1.6164
H -3.9177 -2.4671 -1.6066
O -0.1886 4.1467 -2.0652
H -0.2156 4.2515 -1.1141
H 0.5978 4.6202 -2.3365
O 2.0707 -0.6176 -4.6709
H 2.8892 -0.1300 -4.7634
H 1.7920 -0.4500 -3.7707
O 4.1002 5.0269 -1.6386
H 4.9942 4.8837 -1.9491
H 3.9060 4.2576 -1.1032
O -4.9890 0.4093 1.8329
H -4.3931 -0.3367 1.7654
H -4.6742 0.9000 2.5921
O 3.2315 -3.7732 -2.5671
H 3.4362 -3.0405 -3.1482
H 3.6875 -3.5669 -1.7512
O -0.9981 3.9133 2.0374
H -1.3002 4.5398 2.6951
H -0.6143 3.1985 2.5453
O -2.1112 -5.9783 2.8180
H -1.6142 -6.1359 3.6207
H -1.8057 -5.1249 2.5103
O -4.1566 2.8360 -1.6514
H -3.3303 2.9729 -2.1149
H -3.9342 2.9455 -0.7269
*
```

Atom charges from the Mulliken analysis, given in e for atoms 1 to 5: -0.638, 0.311, 0.324, -0.644, 0.314


Entry 3:
Computed, not measured: a structure of composition C22H20BrF5InN2O3Te at a distorted geometry, with ωB97M-V/def2-TZVPD.

As for the lowest unoccupied orbital energy: -5.30 eV. The HOMO-LUMO gap is 6.343 eV.

ORCA input file:
```
! wB97M-V def2-TZVPD RIJCOSX def2/J DEFGRID3
* xyz 1 1
In -0.1811 0.1445 -0.0617
O 2.3839 2.9488 1.6349
C 3.1458 2.2994 2.5439
C 4.1293 2.9589 3.2813
C 4.8164 2.3083 4.2872
C 4.5609 0.9717 4.5536
C 3.6342 0.2906 3.7883
C 2.9294 0.9392 2.7776
C 1.8592 0.1629 2.0305
O 1.5127 0.6964 0.8497
N 0.7148 0.1182 2.9748
N -0.4533 -0.0987 2.5632
C -1.5159 0.1066 3.3301
C -2.7581 -0.2977 3.0162
Br -2.3371 1.3304 0.0312
C -3.9841 -0.6883 3.0155
C -4.5898 -1.5852 4.0074
C -5.9766 -1.5688 4.1408
C -6.5657 -2.2115 5.2137
C -5.7878 -2.8949 6.1327
C -4.4135 -2.9614 5.9658
C -3.8075 -2.3067 4.9122
H 2.6736 3.8671 1.5524
H 4.3283 4.0007 3.0731
H 5.5428 2.8517 4.8714
H 5.0740 0.4681 5.3568
H 3.4544 -0.7602 3.9667
H 2.1854 -0.8945 1.9334
H 0.9175 0.3761 3.9513
H -1.3942 0.6487 4.2776
H -4.6721 -0.2629 2.2896
H -6.5906 -1.0392 3.4277
H -7.6352 -2.1677 5.3365
H -6.2544 -3.3806 6.9741
H -3.8120 -3.5118 6.6708
H -2.7367 -2.3585 4.7815
C 1.8287 2.7923 -1.7766
C 0.5708 2.4152 -2.2067
C 0.3307 1.0826 -2.5544
C 1.3602 0.1295 -2.4291
C 2.6140 0.5232 -1.9715
C 2.8453 1.8511 -1.6604
H 2.0233 3.8287 -1.5357
H -0.2182 3.1499 -2.3206
H -0.6046 0.8108 -3.0389
H 1.2008 -0.8861 -2.7841
H 3.4052 -0.2079 -1.8810
H 3.8273 2.1622 -1.3351
F -0.0905 -3.6784 -1.9832
Te -1.0386 -2.7810 -0.6223
F -2.3433 -1.9243 0.5158
F -1.4216 -1.4074 -1.9489
F -1.0547 -4.2008 0.6215
F -2.5634 -3.5714 -1.3841
O 0.3417 -1.9601 0.1133
*
```

Atom charges from the Mulliken analysis, given in e for atoms 1 to 5: 1.677, -0.343, 0.807, -0.794, -0.641


Entry 4:
Computed, not measured: a cluster of 6 separate species, C35H57N3O18 in total at a distorted geometry, with ωB97M-V/def2-TZVPD.

Its SMILES is NC[C@H](O)COC(=O)NCCCCCCCCCCCCn1cccc1.O=C1OCCO1.O=C1OCCO1.O=C1OCCO1.O=C1OCCO1.O=C1OCCO1. As for the lowest unoccupied orbital energy: 0.15 eV. The HOMO-LUMO gap is 8.048 eV. For the relative energy (zero: lowest compared OMol25 entry of this formula, charge and spin), the calculation gives 0.00 kJ/mol.

ORCA input file:
```
! wB97M-V def2-TZVPD RIJCOSX def2/J DEFGRID3
* xyz 0 1
N -2.5088 -6.3586 -2.3085
C -1.4785 -5.3623 -2.6504
C -2.0912 -4.0621 -3.1032
O -2.8025 -4.2961 -4.2947
C -1.0697 -2.9389 -3.3058
O 0.0962 -3.1804 -2.5304
C 0.9535 -2.1471 -2.4881
O 0.8309 -1.1640 -3.2080
N 2.0310 -2.2577 -1.5916
C 1.9457 -3.3219 -0.5590
C 2.4635 -2.7393 0.7582
C 1.2977 -2.0997 1.5391
C 1.0552 -2.7062 2.9232
C -0.3907 -2.4802 3.4020
C -0.5654 -1.2114 4.2185
C -0.3423 0.0696 3.4342
C -1.1057 0.1367 2.1225
C -0.6437 1.3438 1.2956
C -1.3909 2.6434 1.5531
C -2.6737 2.8132 0.7466
C -3.7803 1.8300 1.1161
N -3.9941 0.7153 0.1918
C -3.3588 0.3593 -0.9443
C -3.9836 -0.7319 -1.4162
C -5.0047 -1.0661 -0.5353
C -4.9773 -0.1567 0.4451
H -2.5530 -6.4703 -1.3068
H -3.4177 -6.0511 -2.6233
H -0.8685 -5.7516 -3.4620
H -0.9132 -5.1807 -1.7480
H -2.7586 -3.7281 -2.3109
H -3.3480 -3.5260 -4.4767
H -1.5413 -2.0218 -2.9790
H -0.8517 -2.8727 -4.3631
H 2.8360 -2.4401 -2.1761
H 0.9496 -3.7118 -0.4337
H 2.6095 -4.1442 -0.8257
H 2.9795 -3.4829 1.3513
H 3.1315 -1.9382 0.4809
H 1.4263 -1.0317 1.6584
H 0.3824 -2.2200 0.9722
H 1.1781 -3.7855 2.8776
H 1.7445 -2.3064 3.6553
H -0.6150 -3.3137 4.0629
H -1.1014 -2.5509 2.5879
H 0.1363 -1.2338 5.0459
H -1.5518 -1.2220 4.6704
H 0.7133 0.2729 3.3202
H -0.7097 0.8794 4.0458
H -0.9600 -0.7393 1.5007
H -2.1599 0.1873 2.3695
H 0.3880 1.5320 1.5673
H -0.6238 1.1147 0.2368
H -0.7240 3.4437 1.2443
H -1.6011 2.8181 2.6041
H -2.4519 2.8250 -0.3115
H -3.0592 3.7990 0.9759
H -3.6775 1.4799 2.1321
H -4.7010 2.4029 1.0954
H -2.5234 0.8903 -1.3309
H -3.6989 -1.2123 -2.3317
H -5.6622 -1.9051 -0.6419
H -5.6350 -0.1438 1.2872
O 0.5288 2.6790 4.8418
C 0.8088 3.8145 4.6207
O 1.5743 4.2278 3.5882
C 1.4917 5.6651 3.5144
C 1.1123 6.0286 4.9334
O 0.3969 4.8665 5.3711
H 2.4361 6.0881 3.2087
H 0.7281 5.9356 2.8001
H 1.9813 6.1689 5.5798
H 0.4838 6.9133 4.9892
O 2.7460 -10.4600 0.1661
C 2.2017 -9.6747 -0.5372
O 1.0299 -9.0557 -0.2436
C 0.8175 -8.0246 -1.2127
C 1.6382 -8.5084 -2.3872
O 2.6666 -9.2716 -1.7484
H -0.2397 -7.9252 -1.4495
H 1.1843 -7.0788 -0.8075
H 1.0718 -9.1634 -3.0511
H 2.0652 -7.6970 -2.9709
O -6.1677 -3.7703 -1.5004
C -7.1080 -3.6686 -2.2206
O -8.3838 -3.9539 -1.8677
C -9.2469 -3.4892 -2.9105
C -8.3236 -3.4724 -4.1102
O -7.0455 -3.2481 -3.5076
H -10.0953 -4.1569 -3.0342
H -9.6115 -2.4948 -2.6484
H -8.3023 -4.4284 -4.6362
H -8.5593 -2.6831 -4.8189
O 1.6123 7.4218 1.4290
C 2.6780 7.7283 0.9915
O 2.9268 8.0393 -0.2927
C 4.2652 8.5646 -0.3806
C 4.9179 7.9638 0.8438
O 3.8085 7.8003 1.7386
H 4.7505 8.2694 -1.3124
H 4.2192 9.6539 -0.3365
H 5.3562 6.9826 0.6464
H 5.6741 8.6084 1.2830
O 6.2530 8.5500 -2.5189
C 7.3254 8.2386 -2.1057
O 8.1780 7.4008 -2.7305
C 9.4363 7.4538 -2.0474
C 9.0322 7.9184 -0.6645
O 7.8473 8.6796 -0.9345
H 9.9154 6.4789 -2.0464
H 10.0834 8.1680 -2.5581
H 8.7754 7.0898 -0.0024
H 9.7859 8.5355 -0.1836
*
```

Atom charges from the Mulliken analysis, given in e for atoms 1 to 5: -0.603, -0.447, 0.600, -0.677, -0.786


Entry 5:
Computed, not measured: an isolated molecule of C2H5N3S2 at a distorted geometry, with ωB97M-V/def2-TZVPD.

Its SMILES is [H]/N=C\N(S)C(N)=S. As for the lowest unoccupied orbital energy: 0.23 eV. The HOMO-LUMO gap is 9.099 eV. For the relative energy (zero: lowest compared OMol25 entry of this formula, charge and spin), the calculation gives 236.22 kJ/mol.

ORCA input file:
```
! wB97M-V def2-TZVPD RIJCOSX def2/J DEFGRID3
* xyz 0 1
H -0.5225 -0.0296 1.8195
N 0.2581 0.6937 1.8653
C 0.7812 0.9226 0.7332
N 0.6732 0.3210 -0.6390
S 0.6533 1.7339 -1.7075
C -0.3992 -0.6919 -0.6480
N -0.1679 -1.7543 0.1539
S -1.6885 -0.6821 -1.6872
H 1.5272 1.7651 0.7297
H -0.8058 1.9697 -1.7564
H -0.8164 -2.6098 0.2580
H 0.5073 -1.6383 0.8783
*
```

Atom charges from the Mulliken analysis, given in e for atoms 1 to 5: 0.299, -0.590, 0.041, -0.058, -0.135


no.,molecular weight (u),E_HOMO (eV)
1,624.6,-10.5
2,216.2,-11.1
3,777.7,-11.6
4,807.8,-7.9
5,135.2,-8.9